DFT (ωB97M-V/def2-TZVPD) results for a cluster of 3 separate species, C25H36F16N4O6PS2 in total at a distorted geometry.

Geometry as XYZ:
```
90
Properties=species:S:1:pos:R:3
C 1.0847 -4.6713 4.7898
C 0.1405 -3.7922 4.4363
C -1.3101 -3.8645 4.8649
C -1.4591 -2.9984 6.1335
C -0.7159 -1.6633 6.1157
O 0.4740 -1.7753 6.8480
C 0.9499 -0.5211 7.3054
C 1.3912 0.4175 6.2014
C -1.7462 -5.3091 5.1562
O -2.3464 -5.8091 3.9416
C -2.0896 -4.8480 2.9214
C -3.0217 -5.1672 1.7802
C -2.5118 -6.4166 1.0004
C -1.9633 -6.1012 -0.3931
C -0.6068 -5.3678 -0.4313
S -0.6684 -3.8901 -1.4997
C 0.0841 -2.6906 -0.5146
N 0.3945 -1.4898 -0.8794
N 0.9560 -0.8366 0.1871
C 0.9638 -1.6908 1.1453
O 0.4422 -2.8887 0.7929
N -2.2861 -3.5727 3.7232
S -4.0437 -3.6208 4.2385
P -2.1096 -1.9024 2.9064
N -3.1873 -2.0154 1.6051
O -2.8158 -0.9759 4.0470
H 1.8481 -5.0032 4.1005
H 1.1029 -5.1000 5.7860
H 0.4569 -2.9834 3.7894
H -2.4951 -2.8198 6.4123
H -1.0215 -3.5872 6.9394
H -1.3602 -0.9183 6.5953
H -0.5578 -1.2857 5.1021
H 1.7802 -0.7175 7.9772
H 0.1861 -0.0304 7.9182
H 0.5632 0.8793 5.6668
H 1.9734 1.2196 6.6514
H 2.0415 -0.0693 5.4762
H -0.9246 -5.9820 5.3817
H -2.4363 -5.3945 5.9937
H -1.0629 -5.0539 2.6266
H -4.0124 -5.4179 2.1423
H -3.0880 -4.3670 1.0469
H -3.3895 -7.0367 0.8356
H -1.8030 -6.9962 1.5894
H -1.8093 -7.0580 -0.8834
H -2.7121 -5.5042 -0.9083
H 0.1304 -6.0320 -0.8712
H -0.2237 -5.0538 0.5329
H 1.3340 -1.4990 2.1339
H -3.9296 -3.8013 5.5594
H -3.5200 -1.0804 1.3791
H -4.0265 -2.5670 1.7756
H -3.1360 -0.1477 3.6690
C -0.4806 3.6524 -3.8330
C -0.0292 3.2849 -5.2547
C -1.1065 3.0026 -6.3054
F -1.8934 1.9689 -5.9516
F -0.4981 2.6837 -7.4698
F 0.8520 2.2681 -5.1970
F 0.6516 4.3767 -5.7216
O -0.5102 2.6330 -2.8503
C -1.5771 1.7937 -2.7020
C -1.2240 0.3445 -3.0430
F -0.7141 0.2417 -4.2855
F -2.3500 -0.4170 -2.9959
F -2.6491 2.2340 -3.3858
F -1.9149 1.8112 -1.3877
H 0.2891 4.3322 -3.4711
H -1.4060 4.2288 -3.8445
H -1.7262 3.8893 -6.4662
H -0.4981 -0.0567 -2.3352
C 4.0875 7.7154 -4.3765
C 5.4828 7.5106 -4.9854
C 5.9450 8.4801 -6.0771
F 5.1295 8.4571 -7.1480
F 7.1797 8.1119 -6.4865
F 5.6059 6.2359 -5.4085
F 6.3655 7.6769 -3.9572
O 3.0097 6.9408 -4.8701
C 2.2981 7.3080 -5.9810
C 2.4859 6.3262 -7.1435
F 3.7898 6.1707 -7.4429
F 1.8584 6.8176 -8.2371
F 2.5681 8.5747 -6.3396
F 0.9897 7.2650 -5.6390
H 4.1909 7.3786 -3.3465
H 3.8283 8.7731 -4.3203
H 5.9968 9.5000 -5.6859
H 2.0659 5.3540 -6.8947
```

Properties
Charge = +1
HOMO-LUMO gap = 7.8 eV
LUMO level = -3.6 eV

Atom-resolved charges from Mulliken, all expressed in e:
1. C -1.096
2. C -0.162
3. C 0.612
4. C -1.078
5. C -0.946
6. O -0.401
7. C -0.318
8. C -1.140
9. C -0.710
10. O -0.405
11. C 0.123
12. C -0.897
13. C -1.082
14. C -0.958
15. C -0.361
16. S -0.173
17. C 0.472
18. N -0.230
19. N -0.525
20. C -0.253
21. O -0.178
22. N 0.269
23. S 0.030
24. P 0.269
25. N -0.472
26. O -0.360
27. H 0.305
28. H 0.361
29. H 0.285
30. H 0.433
31. H 0.475
32. H 0.685
33. H 0.314
34. H 0.367
35. H 0.352
36. H 0.297
37. H 0.428
38. H 0.265
39. H 0.355
40. H 0.420
41. H 0.405
42. H 0.633
43. H 0.427
44. H 0.384
45. H 0.454
46. H 0.388
47. H 0.510
48. H 0.563
49. H 0.071
50. H 0.628
51. H 0.176
52. H 0.377
53. H 0.256
54. H 0.283
55. C -0.806
56. C 0.904
57. C 0.065
58. F -0.231
59. F -0.263
60. F -0.278
61. F -0.316
62. O -0.388
63. C 0.800
64. C 0.560
65. F -0.247
66. F -0.281
67. F -0.297
68. F -0.288
69. H 0.380
70. H 0.347
71. H 0.302
72. H 0.042
73. C -0.759
74. C 0.879
75. C 0.094
76. F -0.215
77. F -0.265
78. F -0.264
79. F -0.326
80. O -0.331
81. C 0.856
82. C 0.589
83. F -0.245
84. F -0.271
85. F -0.300
86. F -0.305
87. H 0.390
88. H 0.314
89. H 0.290
90. H -0.064

=====

DFT (ωB97M-V/def2-TZVPD) results for a cluster of 2 separate species, C6H14 in total.

Geometry as XYZ:
```
20
Properties=species:S:1:pos:R:3
C -1.2222 -2.2435 0.0792
C -1.2385 -0.9936 -0.3776
C -1.0402 0.2438 0.4525
C 0.1666 1.0961 0.0172
C 0.1995 2.4150 0.7918
C 1.4816 0.3334 0.1819
H -1.0589 -2.4632 1.1324
H -1.3747 -3.0990 -0.5744
H -1.4062 -0.8254 -1.4433
H -0.9265 -0.0339 1.5096
H -1.9451 0.8658 0.3881
H 0.0404 1.3327 -1.0499
H 1.0367 3.0453 0.4711
H -0.7232 2.9895 0.6516
H 0.3176 2.2334 1.8673
H 2.3358 0.9406 -0.1382
H 1.6424 0.0629 1.2334
H 1.4881 -0.5927 -0.4020
H 1.3048 -2.7679 -2.6933
H 0.9219 -2.5392 -2.0975
```

Properties
HOMO-LUMO gap = 10.9 eV
LUMO level = 1.3 eV

Atom-resolved charges from Mulliken, all expressed in e:
1. C -0.713
2. C -0.146
3. C -0.763
4. C 0.712
5. C -1.556
6. C -1.295
7. H 0.239
8. H 0.291
9. H 0.290
10. H 0.316
11. H 0.332
12. H 0.212
13. H 0.391
14. H 0.377
15. H 0.342
16. H 0.400
17. H 0.319
18. H 0.265
19. H 0.227
20. H -0.240

=====

DFT (ωB97M-V/def2-TZVPD) results for an isolated molecule of C3H5NO2.

Geometry as XYZ:
```
11
Properties=species:S:1:pos:R:3
O 1.9843 -1.0947 -0.5858
C 1.7293 -0.3385 0.3221
C 0.4014 0.3598 0.4641
N -0.4814 -0.0404 -0.5955
C -1.8278 0.0467 -0.4540
O -2.3816 0.5301 0.5140
H 2.4796 -0.1014 1.1013
H -0.0427 0.1309 1.4421
H 0.5848 1.4455 0.4637
H -0.0715 -0.5772 -1.3478
H -2.3742 -0.3609 -1.3243
```

Properties
HOMO-LUMO gap = 11.0 eV
LUMO level = 0.8 eV

Atom-resolved charges from Mulliken, all expressed in e:
1. O -0.490
2. C 0.095
3. C -0.449
4. N -0.134
5. C 0.042
6. O -0.560
7. H 0.339
8. H 0.317
9. H 0.239
10. H 0.261
11. H 0.342

=====

DFT (ωB97M-V/def2-TZVPD) results for an isolated molecule of C7H10N6O at a distorted geometry.

Geometry as XYZ:
```
24
Properties=species:S:1:pos:R:3
C 0.4133 -1.3713 1.0462
C 1.8201 -0.9814 0.7120
C -0.2855 -1.8489 -0.1969
C 2.0216 -0.3064 -0.4143
C -0.1287 -1.1282 -1.3034
C 0.8730 -0.0701 -1.2813
C 0.6518 1.0999 -1.8777
N -0.3473 -0.1782 1.5615
N 0.0956 1.0477 1.2036
N -1.7223 -0.2911 1.6283
N -0.7867 1.8550 0.6823
N -2.3797 0.3541 0.4305
N -2.0328 1.6812 0.3341
O 1.4036 2.2157 -1.7982
H 0.3892 -2.1132 1.8501
H 2.6165 -1.2382 1.3875
H -0.9715 -2.6802 -0.1333
H 2.9889 0.0638 -0.7234
H -0.7066 -1.2815 -2.2020
H -0.2457 1.2769 -2.4595
H -1.9881 -1.2736 1.6123
H -0.4512 2.8074 0.5889
H -3.3891 0.3003 0.5727
H 2.1618 2.0605 -1.2201
```

Properties
HOMO-LUMO gap (spin up / spin down) = 7.7 / 7.7 eV
LUMO level (spin up / spin down) = 0.7 / 0.7 eV

Atom-resolved charges from Mulliken, all expressed in e:
1. C -0.252
2. C -1.035
3. C -0.769
4. C -0.504
5. C -0.291
6. C 0.865
7. C -0.559
8. N 0.721
9. N -0.719
10. N -0.694
11. N 0.520
12. N 0.143
13. N -0.892
14. O -0.537
15. H 0.437
16. H 0.434
17. H 0.457
18. H 0.528
19. H 0.462
20. H 0.418
21. H 0.318
22. H 0.290
23. H 0.301
24. H 0.356

=====

DFT (ωB97M-V/def2-TZVPD) results for a cluster of 2 separate species, C5H5NO in total at a distorted geometry.

Geometry as XYZ:
```
12
Properties=species:S:1:pos:R:3
C -2.1349 -0.6746 0.9012
C -1.1510 -0.1214 0.4880
C -0.0389 0.7065 0.0196
C -0.2021 1.1577 -1.3720
N -0.3487 1.5761 -2.4400
C 1.3886 0.2832 0.3812
O 1.6514 -0.3927 1.3353
H -3.0001 -1.1536 1.3080
H -0.0109 1.6168 0.6386
H 2.1474 0.7923 -0.2427
H 1.0240 -1.9317 -0.1839
H 0.6752 -1.8585 -0.8333
```

Properties
HOMO-LUMO gap = 11.0 eV
LUMO level = 0.4 eV

Atom-resolved charges from Mulliken, all expressed in e:
1. C 0.016
2. C -0.743
3. C 0.786
4. C 0.089
5. N -0.391
6. C -0.339
7. O -0.414
8. H 0.436
9. H 0.180
10. H 0.344
11. H -0.043
12. H 0.079

=====

DFT (ωB97M-V/def2-TZVPD) results for the ion CF3O2S with charge -1 at a distorted geometry.

Geometry as XYZ:
```
7
Properties=species:S:1:pos:R:3
O -1.2163 -1.3465 -0.5404
S -0.4158 -0.4991 0.2859
O -0.8341 -0.3371 1.7373
F 1.0852 -1.2352 0.5335
C -0.1190 1.1260 -0.6239
F 0.8110 1.6635 0.2624
F 0.6889 0.6285 -1.6549
```

Properties
Charge = -1
HOMO-LUMO gap = 8.5 eV
LUMO level = 4.2 eV

Atom-resolved charges from Mulliken, all expressed in e:
1. O -0.570
2. S 1.070
3. O -0.629
4. F -0.336
5. C -0.117
6. F -0.203
7. F -0.214

=====

Number 1: energy -4379.8987 Eh. Number 2: energy -236.9520 Eh. Number 3: energy -322.5467 Eh. Number 4: energy -676.2533 Eh. Number 5: energy -323.3718 Eh. Number 6: energy -886.3733 Eh.